This record from the Open Molecules 2025 dataset describes a molecular structure, C27H32As2N2O12PS8SbSeSnTe at a distorted geometry. The level of theory is ωB97M-V/def2-TZVPD.

Each line ends with the Mulliken charge.
Positions of all 88 atoms, in Å:
Sn 0.024 0.427 2.730  1.070
O -5.861 1.027 6.971  -0.622
C -4.894 0.898 6.261  0.567
S -4.906 0.029 4.711  -0.136
C -3.213 0.245 4.296  -0.186
C -2.477 0.952 5.195  -0.003
S -0.793 1.280 5.065  -0.262
S -3.295 1.539 6.629  -0.134
S -2.583 -0.431 2.855  -0.226
S 3.169 4.582 2.974  -0.563
Sb 1.111 3.906 3.868  0.701
S 0.010 3.243 1.917  -0.446
S 2.170 1.644 4.245  -0.677
S 0.287 4.957 5.678  -0.639
C 3.481 3.301 -0.713  -0.859
O 2.172 2.739 -0.826  0.244
C 1.405 3.251 -1.785  -0.269
O 1.792 4.117 -2.546  -0.645
C 0.003 2.782 -1.816  0.571
C -0.727 3.261 -2.848  -0.063
As -0.259 2.834 -4.681  0.129
C 1.595 2.199 -4.688  -1.075
C -1.043 1.056 -4.117  0.657
C -1.341 0.597 -2.895  0.442
As -0.848 1.181 -0.991  0.736
C 0.773 0.089 -1.141  -0.253
C -2.059 -0.708 -2.834  -0.296
O -2.526 -1.288 -3.795  -0.696
O -2.202 -1.113 -1.583  -0.186
C -2.939 -2.302 -1.344  -0.757
C -1.079 0.195 -5.339  -0.034
O -0.103 -0.443 -5.645  -0.620
O -2.096 0.297 -6.211  -0.387
C -3.275 0.971 -5.797  -0.357
C -2.196 3.316 -2.705  0.463
O -2.843 3.087 -1.716  -0.647
O -2.789 3.753 -3.849  -0.319
C -4.197 3.929 -3.761  -0.823
H 4.199 2.482 -0.670  0.219
H 3.553 3.890 0.205  0.180
H 3.684 3.945 -1.567  0.462
H 2.268 3.038 -4.860  0.401
H 1.693 1.484 -5.505  0.410
H 1.877 1.705 -3.761  0.167
H 1.317 0.282 -2.067  0.627
H 0.474 -0.957 -1.096  0.409
H 1.410 0.286 -0.282  -0.447
H -2.784 -2.538 -0.296  0.036
H -2.572 -3.111 -1.978  0.367
H -3.997 -2.129 -1.551  0.310
H -3.963 0.913 -6.638  0.373
H -3.064 2.017 -5.563  0.137
H -3.711 0.473 -4.929  0.157
H -4.542 4.149 -4.769  0.262
H -4.431 4.754 -3.086  0.355
H -4.669 3.021 -3.381  0.334
C -2.886 -3.806 4.214  -0.970
C -1.889 -4.480 3.291  -0.340
O -1.701 -3.734 2.091  -0.175
P -0.499 -2.713 1.794  -0.350
O -0.962 -1.646 0.892  0.489
Te 0.725 -2.132 3.798  -0.358
O 0.479 -3.592 0.861  -0.191
C 1.199 -4.725 1.307  -0.183
C 2.146 -5.150 0.198  -1.257
H -3.085 -4.432 5.083  0.444
H -3.811 -3.605 3.677  0.272
H -2.481 -2.852 4.544  0.086
H -2.253 -5.459 2.965  0.336
H -0.928 -4.604 3.803  0.365
H 0.496 -5.534 1.545  0.301
H 1.760 -4.472 2.216  0.308
H 1.585 -5.332 -0.717  0.291
H 2.677 -6.058 0.483  0.373
H 2.872 -4.363 0.007  0.239
Se 2.772 2.070 2.198  0.666
N 2.497 0.330 1.710  0.092
C 3.678 -0.248 1.545  0.731
C 3.891 -1.582 1.134  -0.590
C 5.176 -2.059 1.071  -0.341
C 6.277 -1.238 1.400  -0.574
C 6.113 0.074 1.766  -0.877
C 4.811 0.607 1.856  0.520
N 4.532 1.865 2.208  -0.637
H 3.028 -2.193 0.903  -0.018
H 5.363 -3.086 0.781  0.392
H 7.275 -1.659 1.383  0.345
H 6.953 0.707 2.018  0.454

Atoms 1-3, force components in eV/Å:
Sn -0.8075 0.6125 -0.6202
O 0.1010 -0.0467 -0.0748
C -0.0497 -0.0683 -0.1555

Properties
HOMO-LUMO gap (alpha / beta) (Eh): 0.1910 / 0.1596
HOMO level (alpha / beta) (eV): -2.233 / -2.115
Net charge: -2

This record from the Open Molecules 2025 dataset describes a molecular structure, C27H32AsCl2N6O7Rb. The level of theory is ωB97M-V/def2-TZVPD.

Each line ends with the Mulliken charge.
Positions of all 76 atoms, in Å:
Rb 0.186 -0.501 0.711  0.996
O -2.749 -1.053 -0.207  -0.261
C -3.675 -0.347 0.396  0.654
O -4.501 0.373 -0.131  -0.690
C -3.651 -0.571 1.903  -0.762
O -2.350 -0.412 2.393  0.254
C -2.115 -1.123 3.596  -0.464
C -0.641 -1.061 4.039  0.274
O -0.410 -1.687 5.093  -0.816
O 0.151 -0.424 3.304  -0.679
H -2.549 -0.768 -1.192  0.495
H -4.018 -1.593 2.080  0.451
H -4.352 0.130 2.368  0.297
H -2.383 -2.178 3.454  0.275
H -2.738 -0.731 4.410  0.214
Cl -2.100 1.126 -5.154  -0.268
C -1.315 -0.379 -4.750  0.501
C -0.663 -1.071 -5.774  -0.639
C -0.048 -2.263 -5.531  0.776
Cl 0.735 -3.115 -6.852  -0.329
C -0.038 -2.812 -4.224  0.123
C 0.578 -4.040 -3.891  -0.800
C 0.543 -4.482 -2.601  -0.806
C -0.096 -3.688 -1.630  -0.289
N -0.676 -2.548 -1.900  0.061
C -0.679 -2.098 -3.182  -0.203
C -1.398 -0.843 -3.427  0.076
O -2.027 -0.229 -2.514  -0.687
H -0.658 -0.653 -6.772  0.419
H 1.073 -4.608 -4.666  0.381
H 1.014 -5.413 -2.310  0.382
H -0.089 -3.997 -0.590  0.334
C 4.149 -0.793 3.092  -1.254
C 3.311 -1.924 2.599  0.651
C 2.628 -2.921 3.253  -0.722
C 1.893 -3.583 2.250  0.704
N 2.115 -3.047 1.056  -0.786
N 2.994 -2.044 1.294  0.374
C 0.905 -4.690 2.417  -1.090
H 4.602 -1.043 4.050  0.384
H 3.526 0.092 3.237  0.193
H 4.945 -0.545 2.388  0.293
H 2.581 -3.084 4.317  0.279
H 3.261 -1.404 0.551  0.411
H 1.296 -5.486 3.053  0.373
H 0.651 -5.118 1.448  0.313
H -0.007 -4.316 2.888  0.118
C -3.582 3.541 1.356  -1.112
C -2.828 3.683 0.039  -0.923
As -1.355 2.390 -0.041  0.074
C -0.044 3.218 1.186  -0.260
C -0.031 4.734 1.331  -1.188
C -0.560 2.799 -1.794  0.462
C -0.665 4.219 -2.332  -1.308
H -4.390 4.274 1.443  0.393
H -2.917 3.678 2.214  0.264
H -4.023 2.546 1.435  0.125
H -2.462 4.702 -0.108  0.511
H -3.477 3.441 -0.805  0.461
H 0.923 2.855 0.827  0.264
H -0.209 2.741 2.155  0.342
H 0.204 5.229 0.389  0.184
H 0.719 5.052 2.061  0.389
H -0.998 5.115 1.671  0.240
H -1.045 2.091 -2.468  -0.288
H 0.485 2.488 -1.710  0.077
H -1.706 4.535 -2.432  0.273
H -0.209 4.290 -3.324  0.408
H -0.159 4.944 -1.691  0.231
O 2.270 0.989 -0.540  -0.373
N 3.405 0.503 -0.348  -0.195
C 4.454 1.317 -0.504  0.461
C 4.287 2.692 -0.854  0.148
N 4.164 3.803 -1.135  -0.567
C 5.744 0.767 -0.277  0.008
N 6.795 0.329 -0.087  -0.610

Atoms 1-3, force components in eV/Å:
Rb -0.2204 -0.3693 -0.4836
O 0.0855 0.2039 -0.3541
C -0.0749 0.1411 -0.0836

Properties
HOMO-LUMO gap (Eh): 0.2420
HOMO level (eV): -2.721
Energy relative to the best compared isomer or geometry (same formula, charge and spin) (kcal/mol): 13.69
Net charge: -2

This record from the Open Molecules 2025 dataset describes a molecular structure, C27H32BeFN5O4Te at a distorted geometry. The level of theory is ωB97M-V/def2-TZVPD.

Each line ends with the Mulliken charge.
Positions of all 71 atoms, in Å:
Be 1.046 -1.785 -1.612  0.108
F 3.538 0.347 3.861  -0.408
C 2.509 0.927 3.025  0.749
C 2.025 0.126 2.044  -1.765
C 1.169 0.778 1.200  0.488
C 0.618 0.062 0.085  1.118
O 0.665 -1.197 -0.025  -0.692
C 0.051 0.843 -0.978  0.054
C -0.281 2.135 -0.735  -0.916
N 0.038 2.748 0.432  0.288
C -0.333 4.142 0.590  -0.184
C -1.273 4.465 1.762  -0.566
C -1.795 4.445 0.332  -0.944
C 0.923 2.189 1.283  -0.548
C 1.506 2.938 2.322  -0.019
C 2.421 2.292 3.150  -0.949
N 2.976 3.077 4.128  0.706
C 4.426 3.110 4.397  -0.577
C 4.798 4.580 4.792  -0.766
N 3.689 5.134 5.706  -0.122
C 2.908 4.025 6.416  -0.857
C 2.210 3.154 5.329  -0.541
C -0.350 0.306 -2.266  0.648
O -1.175 0.910 -2.975  -0.778
O 0.181 -0.817 -2.611  -0.451
H 2.299 -0.892 1.847  0.551
H -0.887 2.736 -1.398  0.596
H 0.352 4.857 0.191  0.457
H -1.225 5.362 2.297  0.309
H -1.561 3.633 2.365  0.229
H -2.045 5.343 -0.168  0.271
H -2.430 3.692 -0.007  0.344
H 1.463 4.035 2.426  0.391
H 4.974 2.921 3.465  0.413
H 4.796 2.359 5.108  0.381
H 4.989 5.191 3.901  0.392
H 5.706 4.605 5.389  0.365
H 2.952 5.634 5.226  0.382
H 4.101 5.725 6.468  0.370
H 2.166 4.486 7.057  0.439
H 3.586 3.498 7.101  0.380
H 1.193 3.541 5.089  0.393
H 2.035 2.144 5.817  0.269
C -1.735 -4.397 -5.713  -1.064
C -2.533 -3.303 -5.012  -0.337
N -3.582 -3.696 -4.075  0.238
C -4.973 -3.553 -4.452  -0.765
C -5.459 -4.646 -5.416  -0.983
C -3.358 -4.332 -2.891  0.377
O -4.243 -4.691 -2.141  -0.637
C -1.970 -4.428 -2.287  0.021
C -1.498 -5.588 -1.724  -0.257
C -0.161 -5.688 -1.259  -0.954
C 0.636 -4.588 -1.270  -0.146
N 0.101 -3.392 -1.629  0.248
C -1.106 -3.312 -2.151  -0.226
H -1.059 -3.866 -6.423  0.380
H -2.338 -5.101 -6.300  0.330
H -1.090 -4.985 -5.048  0.235
H -2.987 -2.639 -5.750  0.434
H -1.890 -2.593 -4.450  0.022
H -5.216 -2.587 -4.915  0.394
H -5.525 -3.616 -3.549  0.442
H -4.876 -4.528 -6.340  0.254
H -6.551 -4.519 -5.792  0.344
H -5.285 -5.669 -5.084  0.287
H -2.116 -6.458 -1.816  0.472
H 0.195 -6.640 -0.978  0.430
H 1.688 -4.619 -0.942  0.263
H -1.392 -2.368 -2.638  0.581
Te 3.370 -2.003 -1.777  -0.390

Atoms 1-3, force components in eV/Å:
Be -1.4142 0.5050 0.7311
F -1.2845 0.6143 -0.5360
C 3.5778 -1.2510 1.7198

Properties
HOMO-LUMO gap (alpha / beta) (Eh): 0.1767 / 0.0982
HOMO level (alpha / beta) (eV): -6.183 / -4.034
Energy relative to the best compared isomer or geometry (same formula, charge and spin) (kcal/mol): 0.00
Net charge: 0

Q: Which value of net charge does entry 2 give?
A: -2

Q: Which value of net charge does entry 2 give?
A: -2